Entry 1:
Formula: C3H4S3
Source: the OMol25 dataset
Level of theory: the ωB97M-V functional and the def2-TZVPD basis

Geometry as XYZ:
```
10
Properties=species:S:1:pos:R:3:forces:R:3
C 1.6046 -1.0798 0.1353 0.2 -1.2 -1.9
C -0.4899 0.6790 -0.1566 -0.4 0.5 0.9
C -1.9547 0.9324 -0.0806 -1.6 1.9 -1.0
H 2.1938 -0.7303 -0.7350 -0.5 -0.1 0.3
H 1.9749 -0.5632 0.9843 -0.1 0.4 1.0
H 1.7374 -2.1829 0.1927 0.2 0.7 0.2
H -2.1946 2.0492 -0.2345 0.5 -1.7 0.4
S -0.1668 -0.9862 -0.1604 0.7 -0.3 0.1
S 0.5135 1.9717 -0.0015 -0.1 -0.6 -0.2
S -3.2182 -0.0900 0.0561 1.1 0.4 0.0
```
Forces are in eV/Å.

Properties
HOMO-LUMO gap   7.2 eV
Relative energy (zero: lowest compared OMol25 entry of this formula, charge and spin)   1.280 eV
LUMO energy   -0.0667 Eh
SMILES   CSC(=S)C=S



Entry 2:
Formula: C3H5AlO4
Source: the OMol25 dataset
Level of theory: the ωB97M-V functional and the def2-TZVPD basis

Geometry as XYZ:
```
13
Properties=species:S:1:pos:R:3:forces:R:3
O 0.1235 1.1794 -0.3147 1.9 -2.0 -0.1
C 1.0733 -0.2056 0.4064 -5.3 0.3 -0.4
C -1.2040 0.7792 -0.0284 -0.4 0.1 0.0
O 1.9471 0.0904 1.2935 0.4 0.0 0.9
O 0.0637 -1.0582 0.7386 1.7 1.4 0.2
C -1.1693 -0.7361 0.0948 -0.7 -0.2 -0.7
H -1.8554 1.0931 -0.8537 0.0 -0.1 0.3
H -1.5307 1.2237 0.9262 0.2 0.1 -0.4
H -1.1958 -1.2095 -0.8988 0.0 0.0 0.3
H -1.9730 -1.1153 0.7348 0.3 0.0 -0.3
Al 3.1792 -0.1642 0.0995 2.0 0.1 -0.6
O 1.6510 -0.3823 -0.8462 0.3 0.3 -1.5
H 0.8903 0.5053 -1.3521 -0.4 -0.1 2.2
```
Forces are in eV/Å.

Properties
Total charge   +1
Spin multiplicity   2
HOMO-LUMO gap (spin up / spin down)   9.8 / 7.5 eV
Relative energy (zero: lowest compared OMol25 entry of this formula, charge and spin)   1.851 eV
LUMO energy (spin up / spin down)   -0.1787 / -0.2805 Eh



Entry 3:
Formula: C3H5BCl2O2
Source: the OMol25 dataset
Level of theory: the ωB97M-V functional and the def2-TZVPD basis

Geometry as XYZ:
```
13
Properties=species:S:1:pos:R:3:forces:R:3
B 2.7454 1.1244 0.2755 0.2 -0.3 0.2
C -0.7948 -0.9484 0.1996 0.1 0.0 0.0
C -2.1255 -0.6024 -0.3943 0.0 0.1 0.0
C -0.9070 0.1923 -0.7663 0.0 0.1 0.0
O 2.4958 1.7746 -0.6970 -0.2 0.8 -1.2
O 2.9789 0.4162 1.3471 -0.1 -0.4 1.0
Cl -3.3489 0.1300 0.6206 -0.1 -0.1 0.0
Cl -0.7311 1.8280 -0.1712 0.0 0.0 0.0
H -0.6376 -0.6961 1.2378 -0.1 0.1 0.0
H -2.5641 -1.2505 -1.1384 0.1 0.0 0.0
H -0.5076 0.0957 -1.7663 -0.1 -0.1 0.0
H -0.3062 -1.8577 -0.1157 0.0 -0.1 -0.1
H 3.7027 -0.2062 1.3686 0.2 -0.1 -0.1
```
Forces are in eV/Å.

Properties
HOMO-LUMO gap   10.0 eV
Relative energy (zero: lowest compared OMol25 entry of this formula, charge and spin)   0.435 eV
LUMO energy   -0.0017 Eh
SMILES   Cl[C@@H]1C[C@@H]1Cl.O=BO



Entry 4:
Formula: C3H5BeO3
Source: the OMol25 dataset
Level of theory: the ωB97M-V functional and the def2-TZVPD basis

Geometry as XYZ:
```
12
Properties=species:S:1:pos:R:3:forces:R:3
H -0.8249 0.7701 1.5724 0.4 0.8 -0.4
C -0.6749 1.4072 0.6892 -8.7 -1.2 -5.0
C -0.2282 0.6932 -0.5449 4.7 -0.3 4.9
O -0.4395 -0.8083 -0.4089 -0.7 2.1 -1.1
C 0.5877 -1.5686 -0.3488 0.8 0.4 2.0
O 0.2046 -2.8162 -0.2366 0.4 1.0 -0.7
H -0.6383 2.4965 0.5420 0.2 -0.7 0.8
H -0.2316 1.0236 -1.5887 -0.2 -0.1 0.5
H 0.9676 -3.4003 -0.3238 0.2 -0.2 0.2
H -1.6905 1.1269 -0.0678 -1.1 1.5 3.0
Be 1.8392 0.0428 0.5560 2.6 -6.1 0.3
O 1.1289 1.0331 0.1601 1.5 2.8 -4.5
```
Forces are in eV/Å.

Properties
Total charge   +1
HOMO-LUMO gap   7.3 eV
Relative energy (zero: lowest compared OMol25 entry of this formula, charge and spin)   3.333 eV
LUMO energy   -0.2199 Eh



Entry 5:
Formula: C3H5Br
Source: the OMol25 dataset
Level of theory: the ωB97M-V functional and the def2-TZVPD basis

Geometry as XYZ:
```
9
Properties=species:S:1:pos:R:3:forces:R:3
C 0.1097 1.4832 0.0455 1.1 5.8 0.2
C -0.3779 0.1891 -0.0118 -2.8 -6.2 -0.4
C 0.4141 -1.0650 0.0593 -1.1 0.3 -3.7
Br -2.3397 -0.0941 0.1060 1.9 0.4 0.0
H -0.7180 2.2667 0.0238 2.0 -0.6 0.0
H 1.2179 1.5869 -0.1155 -1.5 0.5 0.1
H -0.0397 -1.6662 0.7574 -0.3 -1.7 2.1
H 0.2556 -1.6944 -0.9014 -0.1 0.8 0.9
H 1.4781 -1.0061 0.0366 0.8 0.5 0.8
```
Forces are in eV/Å.

Properties
Spin multiplicity   3
HOMO-LUMO gap (spin up / spin down)   6.6 / 8.5 eV
Relative energy (zero: lowest compared OMol25 entry of this formula, charge and spin)   0.907 eV
LUMO energy (spin up / spin down)   0.0305 / -0.0787 Eh



Entry 6:
Formula: C3H5Br2NS
Source: the OMol25 dataset
Level of theory: the ωB97M-V functional and the def2-TZVPD basis

Geometry as XYZ:
```
12
Properties=species:S:1:pos:R:3:forces:R:3
C -0.3710 0.0540 -0.0853 -3.0 -0.9 0.7
C 0.6840 1.0370 0.1930 1.3 0.3 0.4
C 0.2589 -1.3235 -0.3410 -1.3 1.4 2.1
N 1.4998 -1.1649 -0.7645 3.0 -1.2 -0.9
S 2.1770 0.2181 -0.4908 0.6 1.4 -0.5
Br 0.1584 -2.5405 1.3858 0.1 0.4 -0.3
Br -3.4905 2.2949 0.2113 0.0 0.0 0.0
H -1.0941 0.0936 0.7683 0.6 -0.5 -0.6
H -1.0270 0.2914 -0.9328 0.5 0.1 -0.2
H 0.4491 2.0527 -0.1816 0.6 -0.6 0.5
H 0.9678 0.9255 1.2443 -0.5 1.0 0.1
H -0.2124 -1.9384 -1.0067 -1.9 -1.6 -1.3
```
Forces are in eV/Å.

Properties
HOMO-LUMO gap (spin up / spin down)   8.6 / 4.0 eV
Relative energy (zero: lowest compared OMol25 entry of this formula, charge and spin)   0.825 eV
LUMO energy (spin up / spin down)   -0.0485 / -0.1507 Eh



Entry 7:
Formula: C3H5Br3Ca2F2O5P
Source: the OMol25 dataset
Level of theory: the ωB97M-V functional and the def2-TZVPD basis

Geometry as XYZ:
```
21
Properties=species:S:1:pos:R:3:forces:R:3
Ca 0.4473 -0.2513 1.7197 2.6 1.2 -1.7
Ca -2.6040 1.2410 2.5989 1.4 1.8 -1.6
O -1.1636 1.1580 0.7930 -1.2 -1.3 1.9
H -1.0372 0.7910 -0.0939 -0.4 0.3 -0.1
O -1.1471 2.8883 3.1175 -1.2 -0.6 -0.3
P 0.2642 3.1655 2.6619 1.5 -0.6 0.2
O 1.1102 2.0075 2.2685 -0.5 -0.7 0.6
F 0.9231 3.8867 3.8695 -0.2 0.2 -0.5
F 0.3896 4.2208 1.5409 -0.7 0.0 0.6
C 2.7186 -1.9628 -1.3252 0.7 -0.1 -2.5
C 2.2017 -1.0622 -0.2524 -0.9 -0.9 0.4
O 1.5952 0.0157 -0.4843 -0.2 -0.2 0.2
O 2.2093 -1.5681 0.9197 -0.5 0.3 0.8
H 2.1638 -2.8940 -1.4632 -0.3 0.1 0.8
H 3.7641 -2.2756 -1.2995 0.0 0.2 0.9
H 2.6593 -1.5381 -2.3365 -0.2 0.5 0.4
C -2.9429 -1.7204 -2.4420 1.0 0.8 -0.1
Br -1.1355 -1.0474 -1.9589 -0.4 0.0 -0.2
Br -3.3310 -1.3410 -4.3023 0.2 -0.3 0.7
Br -4.2980 -0.9461 -1.3012 0.2 -0.3 0.0
H -2.7872 -2.7674 -2.2302 -0.7 -0.2 -0.3
```
Forces are in eV/Å.

Properties
Total charge   +1
HOMO-LUMO gap   6.3 eV
Relative energy (zero: lowest compared OMol25 entry of this formula, charge and spin)   2.424 eV
LUMO energy   -0.2248 Eh



Entry 8:
Formula: C3H5BrN2
Source: the OMol25 dataset
Level of theory: the ωB97M-V functional and the def2-TZVPD basis

Geometry as XYZ:
```
11
Properties=species:S:1:pos:R:3:forces:R:3
C 0.1045 -1.9343 0.4643 0.7 -1.5 -0.7
C 0.1924 0.9092 0.8633 1.2 -1.0 2.8
C -0.5594 1.1062 -0.3176 -2.3 0.5 -1.8
N 0.8748 -2.6104 -0.1194 3.9 -0.4 -3.1
N -0.3485 0.6559 -1.4222 1.9 -0.7 -0.6
Br -2.4123 1.9478 0.0854 0.6 -0.1 0.0
H -0.2049 -0.0570 1.2310 -0.1 0.6 0.2
H 0.0205 1.6186 1.6600 0.0 0.4 -0.1
H 1.2636 0.6573 0.7698 -0.4 0.6 -0.5
H 1.8528 -2.8763 -0.8988 -4.6 1.2 3.7
H -0.7837 0.5829 -2.3157 -0.9 0.5 0.2
```
Forces are in eV/Å.

Properties
HOMO-LUMO gap   9.3 eV
Relative energy (zero: lowest compared OMol25 entry of this formula, charge and spin)   2.043 eV
LUMO energy   -0.0042 Eh



Entry 9:
Formula: C3H5BrN2
Source: the OMol25 dataset
Level of theory: the ωB97M-V functional and the def2-TZVPD basis

Geometry as XYZ:
```
11
Properties=species:S:1:pos:R:3:forces:R:3
C -0.0120 -0.4663 -0.3535 0.7 -0.4 0.5
C -0.5211 0.5277 0.0604 -1.4 0.4 -0.3
C 0.7306 -1.6688 -0.4424 -0.1 -1.4 -2.3
N -1.9859 1.5251 -1.0946 0.5 -0.1 -0.6
N -1.3487 1.5977 -0.0133 -0.7 1.6 -1.1
Br 2.0393 0.5685 2.3031 -0.4 0.5 0.2
H 0.3620 -2.2891 -1.3499 1.0 1.0 1.3
H 1.8072 -1.4650 -0.4422 -0.2 -0.3 -0.2
H 0.4495 -2.2375 0.4017 0.1 -0.9 1.1
H -2.4542 2.4002 -1.4084 0.0 -0.1 1.5
H 0.9332 1.5076 2.3392 0.6 -0.5 -0.1
```
Forces are in eV/Å.

Properties
HOMO-LUMO gap   9.4 eV
Relative energy (zero: lowest compared OMol25 entry of this formula, charge and spin)   2.976 eV
LUMO energy   -0.0013 Eh
SMILES   [H]/N=N/C#CC.Br



Entry 10:
Formula: C3H5BrN2O4
Source: the OMol25 dataset
Level of theory: the ωB97M-V functional and the def2-TZVPD basis

Geometry as XYZ:
```
15
Properties=species:S:1:pos:R:3:forces:R:3
C -1.8614 -0.7045 0.1247 -0.8 3.6 -1.4
C -0.6777 0.0643 0.7528 0.9 -0.9 -1.1
C 0.6525 -0.0179 -0.0870 0.8 -1.1 1.3
N 1.7173 0.8068 0.7075 -1.0 -1.0 -1.0
N 0.8603 0.3148 -1.5518 -0.7 0.2 0.3
O 1.7585 1.9517 0.3451 0.3 0.5 0.4
O 1.9861 0.2826 -1.9646 0.2 0.5 0.0
O 2.2992 0.2439 1.5900 0.3 0.4 0.2
O -0.1539 0.4204 -2.1850 -0.4 0.5 -0.6
Br 1.2236 -1.8900 -0.2078 -0.2 0.0 0.7
H -2.0941 -0.2139 -0.9287 1.2 -1.8 1.6
H -2.7937 -0.2355 0.5502 0.7 -1.6 0.6
H -1.6298 -1.7533 0.1693 -0.9 -0.4 -0.3
H -0.9748 1.0623 0.9664 0.1 1.2 -0.2
H -0.3122 -0.3317 1.7190 -0.5 -0.2 -0.4
```
Forces are in eV/Å.

Properties
HOMO-LUMO gap   10.5 eV
Relative energy (zero: lowest compared OMol25 entry of this formula, charge and spin)   0.000 eV
LUMO energy   -0.0259 Eh
SMILES   CCC(Br)([N+](=O)[O-])[N+](=O)[O-]



Entry 11:
Formula: C3H5BrNO2S2
Source: the OMol25 dataset
Level of theory: the ωB97M-V functional and the def2-TZVPD basis

Geometry as XYZ:
```
14
Properties=species:S:1:pos:R:3:forces:R:3
C 1.6666 1.6410 -0.0099 -1.9 1.1 -1.1
C -0.7187 1.6425 0.7536 -0.1 0.3 -0.2
C -0.6894 -1.5735 -1.9420 1.0 0.8 -0.1
N 0.4037 2.3265 0.5789 1.3 1.4 0.8
O 2.5602 2.4406 -0.2502 0.5 -0.1 0.6
O 1.4019 0.4855 -0.3200 0.8 -1.0 0.1
S -2.1516 2.1850 1.3756 -0.2 0.3 0.2
S 1.0285 -2.2121 -1.7936 -1.1 -0.8 -2.2
Br -1.9676 -2.7196 -0.8593 0.4 0.8 -0.7
H -0.7014 0.5955 0.3856 0.5 0.9 0.3
H -0.9835 -1.6351 -3.0751 0.4 0.3 2.5
H 0.6002 3.3558 0.8925 -1.1 -2.7 -0.7
H -0.6051 -0.5071 -1.4742 -0.8 -2.0 -1.1
H 1.3117 -1.8082 -0.6069 0.1 0.9 1.4
```
Forces are in eV/Å.

Properties
Total charge   -1
HOMO-LUMO gap   7.6 eV
LUMO energy   0.1069 Eh



Entry 12:
Formula: C3H5BrO2
Source: the OMol25 dataset
Level of theory: the ωB97M-V functional and the def2-TZVPD basis

Geometry as XYZ:
```
11
Properties=species:S:1:pos:R:3:forces:R:3
C 0.7145 0.0448 -0.5432 0.1 -0.1 -2.1
C 0.1893 1.2602 0.0763 -2.0 -0.9 -0.1
C 0.9233 -1.2397 0.2551 2.6 2.0 -0.3
O 1.4693 1.2383 -0.0379 1.6 1.1 0.8
O -0.7369 1.9110 0.4667 0.9 0.2 -0.1
Br -3.5539 0.0212 0.0494 -0.1 -0.1 -0.1
H 0.7486 0.1823 -1.6690 -0.1 -1.1 1.3
H 0.2787 -1.9887 -0.0182 -2.0 -1.6 -0.6
H 0.7116 -0.8443 1.2267 0.0 -0.7 1.1
H 1.9514 -1.7344 0.2164 -1.1 1.2 -0.1
H -2.6957 1.1493 -0.0224 0.2 0.1 0.1
```
Forces are in eV/Å.

Properties
HOMO-LUMO gap   11.3 eV
Relative energy (zero: lowest compared OMol25 entry of this formula, charge and spin)   1.419 eV
LUMO energy   0.0275 Eh
SMILES   C[C@@H]1OC1=O.Br